1.
# H6Li7O23S5

H6Li7O23S5 as an isolated structure (wB97M-V/def2-TZVPD, OMol25).

Strongest force on any atom   5.3 eV Å⁻¹
Charge   -3
Kohn-Sham gap   1.422 eV
E_LUMO   3.03 eV

Geometry as XYZ:
```
41
Properties=species:S:1:pos:R:3:forces:R:3
Li -1.795 2.756 0.963 0.498 -1.597 1.460
Li -1.292 -1.953 0.337 0.341 0.252 1.457
Li -2.945 1.070 -1.533 -0.586 -1.404 1.227
Li -1.165 -1.841 -2.336 0.148 -0.755 0.805
Li -0.790 0.799 -3.950 0.707 -0.329 0.965
Li 0.746 0.938 2.084 0.017 -1.289 1.213
Li 2.437 -0.223 -0.016 0.073 -1.255 1.087
S -1.654 0.170 2.862 -0.796 -3.259 1.223
O -1.299 1.565 2.431 0.390 3.055 -0.968
O -1.642 -0.013 4.306 -0.015 1.087 0.298
O -2.987 -0.155 2.347 -0.559 0.575 -0.836
O -0.612 -0.683 2.249 -0.237 0.228 -0.988
S -3.906 -1.770 -1.334 -1.030 -2.720 1.554
O -4.162 -0.329 -1.159 -0.007 2.369 -0.720
O -3.153 -1.973 -2.604 1.939 0.697 -1.396
O -3.121 -2.246 -0.179 0.517 0.030 -0.711
O -5.137 -2.555 -1.442 -0.173 0.728 -0.120
S -0.371 0.792 -0.902 1.368 -4.064 3.142
O -1.014 -0.512 -0.931 -1.116 0.643 -1.593
O -1.405 1.758 -0.540 -1.349 2.512 -0.604
O 0.717 0.705 0.064 0.116 1.951 -1.078
O 0.137 1.104 -2.256 -0.420 1.185 -2.702
S 1.435 -2.729 -0.895 -0.655 -2.825 2.148
O 1.583 -4.170 -1.129 0.234 0.265 -0.312
O 0.574 -2.485 0.282 -0.605 0.090 -1.037
O 2.718 -2.077 -0.647 0.909 1.052 -0.617
O 0.802 -2.142 -2.127 -0.754 1.237 -1.650
S 2.538 -0.627 3.534 -1.349 -0.132 1.490
O 1.526 0.300 4.130 0.572 0.634 0.057
O 3.909 -0.249 3.925 0.463 0.327 -0.212
O 2.232 -1.994 3.958 0.422 -0.256 0.027
O 2.318 -0.488 2.076 0.714 0.814 -2.398
O 2.653 0.015 -2.492 0.591 -0.222 -0.090
H 2.124 -0.813 -2.393 0.117 0.047 0.038
H 2.008 0.711 -2.530 -0.413 0.212 0.004
O 1.071 3.610 -3.222 -0.357 -0.679 0.014
H 0.479 3.821 -3.951 0.053 0.038 0.097
H 0.760 2.733 -2.873 0.288 0.748 0.015
O 1.614 2.822 2.092 -0.187 0.562 -0.677
H 1.874 2.985 1.176 0.083 -0.145 0.135
H 2.196 3.370 2.624 0.049 -0.408 0.256
```
Forces are in eV/Å.



2.
# C11H20O2

One molecule with the formula C11H20O2 (wB97M-V/def2-TZVPD, OMol25).

Strongest force on any atom   1.8 eV Å⁻¹
ΔE to the lowest compared entry with this formula, charge and spin   21.8 kcal per mole
Structure (SMILES)   C1CCC(CCC2OCCO2)CC1
Kohn-Sham gap   10.594 eV
E_LUMO   1.00 eV

Geometry as XYZ:
```
33
Properties=species:S:1:pos:R:3:forces:R:3
O 1.141 -1.667 3.231 0.803 -0.023 0.132
O 1.868 0.183 2.062 -0.420 0.503 0.284
C 1.736 -0.770 4.153 -0.631 0.185 0.517
C 2.595 0.080 3.264 1.336 -0.125 0.209
C 1.057 -0.966 1.997 -1.427 -0.319 -0.063
C -0.435 -0.628 1.784 -0.357 -0.198 -0.841
C 0.861 2.713 -1.716 0.143 -0.179 -0.614
C 1.039 1.323 -2.344 0.127 0.182 -0.012
C -0.504 2.840 -1.026 0.305 0.773 -1.606
C -0.875 -0.826 0.313 -0.344 0.824 0.491
C 0.825 0.190 -1.333 -0.948 0.848 -0.275
C -0.726 1.783 -0.002 -0.278 -1.145 0.120
C -0.540 0.379 -0.625 -0.113 -0.978 -0.138
H 0.942 -0.180 4.690 0.669 -0.360 -0.445
H 2.346 -1.299 4.887 -0.216 -0.189 -0.022
H 2.800 1.045 3.759 -0.020 -0.169 -0.712
H 3.546 -0.458 3.008 -0.462 0.513 0.572
H 1.441 -1.613 1.190 -0.166 -0.021 0.284
H -0.680 0.391 2.113 0.320 -0.262 0.012
H -1.062 -1.296 2.396 0.566 0.036 -0.064
H 1.645 2.827 -0.980 0.325 0.314 0.311
H 1.003 3.486 -2.512 -0.161 -0.435 0.717
H 0.302 1.249 -3.142 -0.164 -0.247 -0.179
H 2.023 1.215 -2.825 -0.181 0.159 0.161
H -1.268 2.829 -1.828 0.087 -0.263 0.384
H -0.584 3.827 -0.595 -0.023 0.402 0.319
H -1.979 -0.965 0.303 0.642 0.011 0.000
H -0.416 -1.763 -0.051 -0.249 0.370 -0.103
H 1.631 0.194 -0.608 0.293 -0.186 0.195
H 0.788 -0.748 -1.894 0.220 -0.119 0.312
H -0.024 1.919 0.821 0.065 0.015 0.089
H -1.747 1.888 0.395 0.228 -0.185 0.101
H -1.288 0.280 -1.421 0.032 0.269 -0.136
```
Forces are in eV/Å.



3.
# C15H12F5NO10STeTi

C15H12F5NO10STeTi as an isolated structure (wB97M-V/def2-TZVPD, OMol25).

Strongest force on any atom   0.5 eV Å⁻¹
ΔE to the lowest compared entry with this formula, charge and spin   17.2 kcal per mole
Charge   -2
Kohn-Sham gap   7.523 eV
E_LUMO   3.94 eV

Geometry as XYZ:
```
46
Properties=species:S:1:pos:R:3:forces:R:3
Ti -0.969 0.227 1.703 0.077 -0.040 -0.480
O -0.097 1.068 5.056 0.153 -0.044 0.052
S -0.477 1.812 3.864 0.106 0.190 -0.304
O -0.594 3.235 4.070 -0.045 -0.013 0.004
O 0.423 1.494 2.675 -0.158 -0.057 0.299
O -1.762 1.197 3.299 -0.200 0.150 0.132
O -1.272 2.010 0.149 0.104 0.016 0.147
C -1.993 1.939 -0.827 -0.034 0.063 -0.051
C -2.314 0.762 -1.606 0.026 -0.082 0.019
C -3.102 0.949 -2.728 -0.031 0.038 -0.046
C -3.386 -0.097 -3.587 0.054 -0.007 0.058
C -2.862 -1.383 -3.325 -0.017 -0.008 -0.046
C -2.082 -1.594 -2.235 0.013 0.016 0.066
C -1.761 -0.540 -1.298 0.034 0.016 -0.057
O -1.021 -0.772 -0.318 0.137 -0.066 -0.048
N -4.188 0.126 -4.747 -0.092 -0.014 0.001
O -4.634 1.252 -4.957 0.030 -0.005 -0.010
O -4.412 -0.820 -5.499 0.027 0.017 -0.004
H -2.447 2.872 -1.220 0.016 0.001 0.010
H -3.497 1.933 -2.949 0.002 -0.005 0.002
H -3.099 -2.186 -4.009 0.004 -0.003 0.006
H -1.682 -2.575 -2.012 0.001 0.001 -0.004
C 1.978 -1.813 0.836 0.071 0.082 0.027
C 1.990 -0.385 0.378 -0.142 -0.142 0.072
O 1.067 0.373 0.588 0.084 -0.027 -0.128
C 3.168 0.143 -0.387 0.006 0.050 0.004
C 4.205 -0.678 -0.812 0.021 -0.028 -0.005
C 5.271 -0.148 -1.527 0.005 0.011 -0.012
C 5.305 1.209 -1.814 -0.015 -0.011 0.013
C 4.273 2.035 -1.385 0.008 0.000 -0.006
C 3.208 1.505 -0.677 0.001 0.012 0.008
H 1.109 -1.968 1.474 -0.014 -0.040 -0.011
H 2.895 -2.045 1.383 -0.005 0.011 -0.003
H 1.930 -2.469 -0.037 -0.035 0.007 0.004
H 4.182 -1.737 -0.589 -0.006 0.008 0.003
H 6.074 -0.795 -1.858 0.001 0.002 -0.003
H 6.138 1.624 -2.369 0.002 0.001 -0.001
H 4.300 3.095 -1.603 0.004 -0.001 -0.001
H 2.393 2.125 -0.325 0.000 -0.003 0.000
F 0.141 -2.208 5.034 0.000 -0.023 0.105
Te -1.613 -1.411 4.732 0.195 -0.060 0.056
F -2.764 0.077 1.297 -0.148 0.034 0.078
F -1.793 -1.729 6.602 0.020 -0.084 0.080
F -3.589 -1.302 4.847 0.016 -0.042 -0.044
F -2.033 -3.187 4.265 0.004 0.016 -0.039
O -0.608 -1.217 2.449 -0.281 0.062 0.055
```
Forces are in eV/Å.